Entry 1:
This record from the OMol25 dataset describes C14H26N2O9P2S4Sr as an isolated structure at a distorted geometry. The level of theory is ωB97M-V/def2-TZVPD.

LUMO energy: -0.98 eV
ΔE to the lowest compared entry with this formula, charge and spin: 82.52 kcal per mole
HOMO-LUMO gap: 6.5 eV
F_max: 4.04 eV/Å

Geometry as XYZ:
```
58
C14H26N2O9P2S4Sr, DFT ωB97M-V/def2-TZVPD
Sr 0.995 -0.798 0.748
C -1.293 1.329 3.243
C -2.298 1.487 2.131
S -1.597 1.090 0.505
C -2.905 0.074 -0.230
C -3.357 -1.142 0.563
S -1.974 -2.260 0.909
C -2.101 -2.588 2.686
C -2.100 -1.382 3.614
S -0.612 -0.344 3.502
H -1.716 1.696 4.178
H -0.413 1.937 3.037
H -2.628 2.533 2.150
H -3.187 0.880 2.290
H -2.497 -0.238 -1.193
H -3.765 0.712 -0.439
H -4.101 -1.689 -0.017
H -3.834 -0.857 1.499
H -1.231 -3.217 2.889
H -2.982 -3.199 2.890
H -2.185 -1.738 4.641
H -2.959 -0.740 3.434
N 4.465 -2.532 -0.634
C 3.292 -1.873 0.040
C 3.072 -2.437 1.519
P 3.823 0.025 0.106
O 5.190 -0.213 0.918
O 2.811 0.772 0.928
O 4.010 0.364 -1.326
P 1.798 -2.391 -1.357
O 1.253 -0.883 -1.778
O 2.615 -3.056 -2.390
O 0.739 -2.999 -0.505
H 5.048 -3.081 -0.005
H 5.050 -1.817 -1.081
H 4.081 -3.114 -1.419
H 4.042 -2.574 1.998
H 2.499 -3.365 1.523
H 2.579 -1.714 2.195
H 5.768 0.562 0.974
H 2.061 -0.321 -1.790
N 0.965 2.577 -1.281
C 0.324 3.481 -0.397
C -0.756 4.257 -0.797
C -1.518 4.928 0.150
C -1.186 4.869 1.494
C -0.036 4.195 1.879
C 0.710 3.493 0.943
S -2.324 5.414 2.773
O -1.483 5.732 3.911
O -3.127 4.195 2.975
O -3.066 6.514 2.200
H 1.887 2.349 -0.925
H 1.096 2.929 -2.221
H -1.047 4.276 -1.841
H -2.397 5.489 -0.141
H 0.251 4.220 2.924
H 1.583 2.927 1.249
```

***

Entry 2:
This record from the OMol25 dataset describes C25H31N3O13P2SV as an isolated structure. The level of theory is ωB97M-V/def2-TZVPD.

LUMO energy (spin up / spin down): -1.41 / -0.78 eV
<S²>: 0.76
ΔE to the lowest compared entry with this formula, charge and spin: 6.93 kcal per mole
spin multiplicity: 2
HOMO-LUMO gap (spin up / spin down): 6.2 / 6.8 eV
F_max: 0.68 eV/Å

Geometry as XYZ:
```
76
C25H31N3O13P2SV, DFT ωB97M-V/def2-TZVPD
V 0.209 0.920 0.574
O 1.036 -2.106 3.080
C 0.269 -1.365 2.542
O 0.650 -0.493 1.593
C -1.241 -1.434 2.704
C -1.871 -1.351 1.298
C -3.369 -1.647 1.346
C -3.932 -0.330 1.933
C -2.651 0.447 2.216
O -1.844 0.081 1.065
C -1.895 -0.200 3.392
C -0.945 0.758 4.100
O -1.554 1.915 4.369
O 0.185 0.487 4.399
H -1.478 -2.361 3.220
H -1.308 -1.842 0.509
H -3.585 -2.521 1.960
H -3.752 -1.833 0.344
H -4.529 -0.472 2.832
H -4.538 0.201 1.199
H -2.733 1.521 2.285
H -2.602 -0.534 4.154
N 1.030 -3.147 -2.937
C 1.828 -4.216 -2.473
C 2.041 -5.315 -3.288
C 2.826 -6.376 -2.852
C 3.393 -6.339 -1.591
C 3.170 -5.241 -0.768
C 2.402 -4.177 -1.205
S 2.162 -2.781 -0.137
N 0.973 -1.892 -0.925
C 0.577 -2.141 -2.104
C -0.463 -1.236 -2.675
C -0.592 -1.043 -4.045
C -1.584 -0.187 -4.502
C -2.410 0.431 -3.584
C -2.189 0.190 -2.234
N -1.235 -0.615 -1.783
H 0.432 -3.367 -3.716
H 1.594 -5.336 -4.276
H 2.987 -7.225 -3.502
H 4.003 -7.160 -1.239
H 3.600 -5.210 0.226
H 0.090 -1.516 -4.738
H -1.699 -0.002 -5.562
H -3.193 1.109 -3.890
H -2.788 0.684 -1.479
C -2.432 4.327 1.405
C -1.002 4.408 0.883
O -0.610 5.770 0.680
P 0.160 3.695 2.116
O 1.606 4.029 1.554
O -0.052 4.115 3.509
O -0.068 2.151 1.931
P -0.881 3.576 -0.750
O 0.663 3.871 -1.179
O -1.835 4.167 -1.701
O -0.926 2.057 -0.516
H -2.498 4.839 2.364
H -2.747 3.294 1.525
H -3.102 4.800 0.685
H -1.248 6.158 0.067
H 1.593 4.204 0.597
H -0.894 2.631 4.499
H 0.697 4.602 -1.809
C 3.574 1.176 1.128
C 3.054 1.457 -0.271
C 3.759 0.643 -1.339
O 1.662 1.134 -0.333
H 3.444 0.119 1.366
H 3.038 1.776 1.864
H 4.635 1.421 1.191
H 3.127 2.525 -0.500
H 3.664 -0.420 -1.112
H 4.818 0.901 -1.368
H 3.324 0.840 -2.319
```

***

Entry 3:
This record from the OMol25 dataset describes a 11-piece molecular cluster, C33H99O44P11 overall at a distorted geometry. The level of theory is ωB97M-V/def2-TZVPD.

LUMO energy: 0.46 eV
ΔE to the lowest compared entry with this formula, charge and spin: 146.07 kcal per mole
HOMO-LUMO gap: 10.3 eV
F_max: 5.55 eV/Å
SMILES: COP(=O)(OC)OC.COP(=O)(OC)OC.COP(=O)(OC)OC.COP(=O)(OC)OC.COP(=O)(OC)OC.COP(=O)(OC)OC.COP(=O)(OC)OC.COP(=O)(OC)OC.COP(=O)(OC)OC.COP(=O)(OC)OC.COP(=O)(OC)OC

Geometry as XYZ:
```
187
C33H99O44P11, DFT ωB97M-V/def2-TZVPD
C 2.002 4.267 -5.156
O 1.711 4.455 -3.754
P 2.639 5.286 -2.698
O 2.525 4.875 -1.269
O 4.111 4.937 -3.245
C 4.917 5.685 -4.104
O 2.379 6.866 -3.045
C 1.516 7.625 -2.174
H 2.810 3.536 -5.136
H 2.285 5.209 -5.626
H 1.005 4.019 -5.519
H 5.158 5.045 -4.953
H 5.885 5.975 -3.695
H 4.474 6.646 -4.367
H 0.463 7.550 -2.445
H 1.666 8.705 -2.182
H 1.610 7.304 -1.136
C 1.109 1.601 -2.178
O 1.360 0.947 -0.931
P 0.151 0.580 0.043
O -1.033 -0.006 -0.611
O -0.069 1.819 1.022
C -0.959 1.802 2.128
O 0.843 -0.571 0.995
C 0.528 -1.896 1.041
H 1.885 2.346 -2.352
H 0.184 2.115 -2.440
H 1.125 0.819 -2.937
H -0.413 2.170 2.996
H -1.325 0.783 2.262
H -1.826 2.441 1.961
H 1.544 -2.290 1.001
H -0.103 -2.135 0.185
H 0.090 -2.090 2.019
C -0.796 -3.406 4.405
O -1.779 -2.814 5.162
P -3.029 -1.943 4.504
O -3.632 -2.569 3.317
O -2.410 -0.460 4.303
C -3.299 0.613 4.094
O -4.037 -1.747 5.856
C -5.422 -1.303 5.843
H -0.971 -3.647 3.357
H -0.666 -4.369 4.899
H 0.132 -2.841 4.489
H -4.254 0.589 4.619
H -3.367 0.844 3.031
H -2.981 1.559 4.532
H -6.073 -1.950 6.431
H -5.752 -1.237 4.806
H -5.333 -0.281 6.210
C 0.219 -7.285 3.350
O 0.606 -5.894 3.263
P 2.104 -5.461 2.791
O 2.337 -4.049 2.548
O 3.130 -6.034 3.964
C 4.362 -5.288 4.294
O 2.448 -6.494 1.564
C 3.103 -6.151 0.402
H 0.765 -7.824 4.124
H 0.358 -7.809 2.404
H -0.854 -7.204 3.523
H 4.255 -5.060 5.354
H 4.563 -4.448 3.630
H 5.210 -5.954 4.133
H 3.516 -5.142 0.406
H 2.478 -5.944 -0.467
H 3.900 -6.857 0.169
C 1.052 3.639 5.031
O -0.092 4.317 4.750
P -1.448 4.196 5.695
O -1.543 2.759 6.099
O -1.176 5.231 6.921
C -0.750 4.766 8.151
O -2.738 4.685 4.788
C -4.009 4.568 5.347
H 1.939 4.181 4.704
H 1.092 2.684 4.507
H 1.211 3.474 6.096
H 0.253 4.342 8.177
H -1.406 3.932 8.402
H -0.857 5.399 9.032
H -4.091 5.564 5.781
H -3.913 3.775 6.088
H -4.890 4.295 4.767
C 1.611 -3.702 -7.051
O 1.288 -3.111 -5.800
P 0.755 -1.516 -5.807
O 1.610 -0.551 -6.577
O -0.831 -1.638 -6.412
C -1.179 -1.168 -7.664
O 0.597 -1.277 -4.240
C -0.150 -2.180 -3.314
H 1.658 -2.912 -7.801
H 0.866 -4.297 -7.579
H 2.497 -4.323 -7.182
H -1.756 -0.261 -7.488
H -1.735 -1.930 -8.210
H -0.313 -0.904 -8.271
H -0.985 -1.641 -2.867
H 0.336 -2.523 -2.400
H -0.560 -3.063 -3.803
C 4.293 -2.504 -1.351
O 4.059 -2.266 -2.696
P 5.116 -2.649 -3.918
O 4.591 -2.321 -5.266
O 6.594 -2.060 -3.573
C 7.518 -1.705 -4.575
O 5.400 -4.290 -3.685
C 4.374 -5.271 -4.007
H 3.503 -2.908 -0.718
H 4.433 -1.491 -0.973
H 5.244 -3.008 -1.179
H 7.308 -2.266 -5.486
H 8.496 -2.053 -4.244
H 7.566 -0.631 -4.755
H 4.850 -6.232 -4.204
H 3.863 -4.945 -4.913
H 3.564 -5.280 -3.278
C -2.909 7.094 2.642
O -3.858 6.871 1.669
P -3.714 5.656 0.564
O -4.071 4.300 1.139
O -4.572 5.964 -0.766
C -4.943 7.299 -1.121
O -2.183 6.017 0.152
C -1.381 5.075 -0.595
H -2.612 8.143 2.630
H -2.118 6.353 2.522
H -3.544 6.923 3.511
H -4.496 7.722 -2.020
H -4.942 7.932 -0.234
H -6.010 7.296 -1.347
H -1.521 4.105 -0.118
H -0.336 5.351 -0.734
H -1.743 4.864 -1.601
C -4.115 -9.245 1.186
O -3.517 -8.001 1.025
P -2.379 -7.684 -0.055
O -1.395 -8.723 -0.364
O -3.153 -7.064 -1.281
C -2.420 -6.874 -2.452
O -1.654 -6.433 0.691
C -2.209 -5.104 0.782
H -3.827 -9.926 0.385
H -5.193 -9.117 1.086
H -4.033 -9.679 2.182
H -2.187 -5.825 -2.632
H -3.058 -7.150 -3.292
H -1.489 -7.440 -2.491
H -3.243 -5.027 0.445
H -1.625 -4.437 0.148
H -2.234 -4.772 1.820
C -6.492 0.407 -4.334
O -5.146 0.663 -4.620
P -4.369 1.961 -4.132
O -3.032 2.032 -4.636
O -4.460 1.855 -2.503
C -3.291 1.791 -1.669
O -5.341 3.188 -4.579
C -4.892 4.508 -4.524
H -7.083 1.315 -4.222
H -6.465 -0.334 -3.535
H -6.988 -0.012 -5.210
H -3.045 2.793 -1.318
H -2.393 1.372 -2.123
H -3.493 1.353 -0.691
H -5.004 5.056 -5.460
H -3.856 4.561 -4.189
H -5.247 5.128 -3.701
C 2.922 3.209 1.897
O 2.921 2.276 2.944
P 3.782 0.929 2.733
O 3.840 0.281 1.412
O 3.439 -0.082 3.975
C 3.241 -1.454 3.735
O 5.259 1.569 3.165
C 6.600 1.238 2.624
H 3.354 2.810 0.979
H 3.400 4.099 2.308
H 1.885 3.455 1.669
H 2.244 -1.718 4.087
H 4.071 -1.983 4.203
H 3.298 -1.695 2.673
H 7.091 2.101 2.174
H 6.486 0.439 1.892
H 7.251 0.935 3.444
```

***

Entry 4:
This record from the OMol25 dataset describes an isolated ion of composition C8H15O2 and charge -1 at a distorted geometry. The level of theory is ωB97M-V/def2-TZVPD.

LUMO energy: 4.02 eV
ΔE to the lowest compared entry with this formula, charge and spin: 5.87 kcal per mole
HOMO-LUMO gap: 8.2 eV
F_max: 1.01 eV/Å
SMILES: CCCCCCCC(=O)[O-]
total charge: -1

Geometry as XYZ:
```
25
C8H15O2, DFT ωB97M-V/def2-TZVPD
C -2.305 -1.383 -0.836
C -1.053 -1.794 -1.648
C 0.096 -0.794 -1.498
C 0.628 -0.688 -0.067
C 1.742 0.360 0.098
C 1.736 1.010 1.487
C 0.601 2.028 1.747
C -0.718 1.753 0.965
O -0.686 2.031 -0.249
O -1.614 1.136 1.588
H -3.176 -1.265 -1.489
H -2.563 -2.127 -0.074
H -2.153 -0.425 -0.326
H -0.703 -2.788 -1.338
H -1.318 -1.883 -2.711
H -0.246 0.209 -1.789
H 0.929 -1.065 -2.168
H 0.994 -1.674 0.262
H -0.200 -0.427 0.601
H 2.722 -0.110 -0.078
H 1.604 1.137 -0.665
H 1.675 0.206 2.236
H 2.706 1.502 1.652
H 0.351 2.019 2.815
H 0.952 3.032 1.484
```

***

Question: Which of these has the lowest F_max?
Answer: C25H31N3O13P2SV

***

Question: Among the records above, which one has the highest ΔE to the lowest compared entry with this formula, charge and spin?
Answer: C33H99O44P11

***

Question: Look up the F_max of the fourth one.
Answer: 1.01 eV/Å

***

Question: Look up the F_max of the first one.
Answer: 4.04 eV/Å